# 1
DFT (ωB97M-V with the def2-TZVPD basis set) results for an isolated molecule of C26H33N3O4.

```
66
Properties=species:S:1:pos:R:3:forces:R:3
C 3.535297 6.048875 -2.685979 -0.14 0.09 0.39
C 3.106148 6.922504 -1.511112 0.11 0.13 -0.47
O 2.928483 6.180175 -0.319557 -0.06 -0.19 0.25
C 1.825309 5.416598 -0.146695 -0.17 -0.19 0.18
C 0.732152 5.354793 -1.009667 0.27 0.31 -0.16
C -0.341819 4.535801 -0.717769 -0.08 -0.22 0.30
C -0.363014 3.762069 0.439331 0.38 0.31 0.14
C -1.476650 2.864602 0.820159 -0.29 0.04 -0.22
O -1.695214 2.603909 1.984075 0.05 -0.02 0.01
C -2.311421 2.279983 -0.314256 -0.29 -0.15 0.05
C -3.401198 1.344403 0.219097 0.18 0.03 0.15
C -2.784242 0.058840 0.781082 -0.19 0.09 0.19
N -1.929726 -0.649374 -0.156925 -0.19 -0.16 0.04
C -2.636386 -1.362672 -1.205128 0.05 0.09 -0.10
C -1.756466 -2.463395 -1.804063 -0.16 0.27 0.16
O -1.790394 -2.750557 -2.981525 -0.06 -0.08 -0.26
N -0.986168 -3.052462 -0.860500 0.18 -0.06 0.43
C -0.112711 -4.134586 -0.969700 0.11 -0.21 -0.16
C -0.037131 -4.925557 -2.108126 -0.06 0.04 -0.15
C 0.793546 -6.032139 -2.132195 0.08 -0.04 0.12
C 1.544808 -6.362039 -1.019501 0.05 -0.12 -0.09
C 1.488766 -5.568242 0.114170 -0.03 0.14 0.05
C 0.678853 -4.442321 0.152869 -0.05 -0.07 -0.19
N 0.568954 -3.595936 1.283940 -0.05 -0.06 0.03
C 0.807044 -4.195494 2.583812 -0.22 0.21 0.30
C 0.299369 -3.217677 3.646845 0.02 -0.39 0.00
O 0.972748 -1.983494 3.564934 0.12 0.05 0.11
C 0.798983 -1.405215 2.292158 0.13 0.07 -0.35
C 1.298672 -2.337959 1.186872 0.00 0.33 0.28
C -0.894177 0.232392 -0.670202 0.08 0.12 -0.22
C -1.431969 1.515768 -1.313572 0.08 -0.12 0.09
C 0.723964 3.852274 1.314756 -0.12 -0.02 -0.14
C 1.801039 4.653740 1.026511 0.13 0.15 -0.15
H 3.714373 6.671161 -3.558277 0.02 0.05 -0.12
H 4.451247 5.519742 -2.435482 0.08 -0.04 -0.01
H 2.770382 5.314522 -2.926768 -0.03 -0.05 -0.08
H 2.199278 7.489478 -1.753627 0.09 -0.02 0.09
H 3.900481 7.633544 -1.268276 -0.18 -0.04 -0.05
H 0.700079 5.947209 -1.910644 0.04 0.05 -0.07
H -1.181121 4.529496 -1.396860 -0.06 -0.06 -0.09
H -2.787360 3.125409 -0.825858 0.07 -0.01 0.01
H -3.957169 1.843896 1.013180 -0.07 -0.02 -0.03
H -4.095089 1.101636 -0.588918 -0.04 0.04 -0.02
H -2.172860 0.317648 1.649317 -0.13 -0.05 -0.01
H -3.574045 -0.620087 1.111595 0.05 0.01 0.04
H -2.991790 -0.733104 -2.032513 0.05 -0.14 0.02
H -3.508852 -1.854912 -0.764297 0.01 0.05 -0.03
H -1.053475 -2.656606 0.072610 -0.06 0.05 -0.12
H -0.640683 -4.671109 -2.963325 -0.03 0.02 -0.02
H 0.842693 -6.642207 -3.021175 -0.01 -0.05 -0.08
H 2.184458 -7.231883 -1.031117 0.05 -0.07 0.00
H 2.089737 -5.826766 0.972730 0.04 0.01 0.11
H 0.259432 -5.137097 2.649036 0.04 0.00 0.03
H 1.877674 -4.382618 2.768628 -0.06 -0.04 -0.04
H 0.488519 -3.603477 4.649797 -0.06 -0.02 -0.06
H -0.781957 -3.063767 3.510658 0.07 -0.05 0.02
H 1.367473 -0.473682 2.299979 -0.06 -0.01 -0.06
H -0.265996 -1.184833 2.125001 0.05 0.02 -0.05
H 1.132585 -1.885807 0.208878 0.00 0.02 -0.01
H 2.381676 -2.503042 1.318363 -0.07 0.01 -0.07
H -0.246301 0.502248 0.170628 0.11 -0.03 -0.02
H -0.299409 -0.322802 -1.400402 0.10 0.04 0.07
H -2.027096 1.264969 -2.194189 0.01 0.05 -0.04
H -0.590676 2.127304 -1.640742 -0.03 -0.05 -0.08
H 0.701548 3.268032 2.222466 0.00 -0.03 0.09
H 2.645568 4.718820 1.693970 0.10 0.00 0.08
```
Positions in Å, forces in eV/Å.

Computed properties:
gap between HOMO and LUMO: 8.5033 eV
multiplicity: 1
molar mass: 451.567 g mol⁻¹
structure (SMILES): CCOc1ccc(C(=O)C2CCN(CC(=O)Nc3ccccc3N3CCOCC3)CC2)cc1
ΔE to the lowest compared entry with this formula, charge and spin: 1.5846 eV

---

# 2
DFT (ωB97M-V with the def2-TZVPD basis set) results for a structure of composition C26H33OPPtS3Te.

```
66
Properties=species:S:1:pos:R:3:forces:R:3
Pt -2.034953 0.171491 -0.443820 0.46 -0.80 1.53
C -3.365753 -2.083409 1.694380 -0.10 0.13 -0.20
C -3.152553 -0.965809 2.698380 0.21 0.16 -0.08
S -1.927153 0.303191 2.161380 -0.70 0.17 -1.49
C -2.825053 1.871791 2.468880 0.14 -0.26 -0.05
C -4.113353 2.077091 1.697280 0.11 -0.02 -0.28
S -3.917853 1.876191 -0.121620 0.13 -0.64 -0.24
C -5.335353 0.775191 -0.487920 0.26 0.35 0.08
C -5.388453 -0.571109 0.215780 0.33 -0.39 -0.02
S -3.890253 -1.616609 0.001680 0.21 0.46 0.09
H -4.102153 -2.792209 2.080280 0.11 0.02 0.02
H -2.428553 -2.614409 1.509180 -0.12 -0.06 0.04
H -2.734453 -1.395009 3.611580 -0.09 0.00 -0.02
H -4.081853 -0.467209 2.964780 -0.02 0.05 -0.02
H -2.098253 2.639091 2.194480 0.02 -0.04 0.14
H -3.018353 1.930591 3.542480 0.07 0.09 -0.05
H -4.450153 3.103791 1.845580 -0.02 -0.03 0.04
H -4.911353 1.418291 2.033680 0.03 -0.03 -0.02
H -5.296153 0.646591 -1.569420 -0.05 0.05 -0.02
H -6.235353 1.341891 -0.242120 -0.02 -0.07 -0.09
H -6.203053 -1.144609 -0.229620 -0.01 0.04 0.11
H -5.593453 -0.473009 1.278180 -0.01 -0.01 0.07
C -1.940453 0.923591 -4.307120 0.03 -0.13 0.20
Te -2.092153 -0.754609 -2.970520 0.20 0.75 0.25
C -0.163553 -1.603109 -3.346220 -0.06 0.14 0.24
H -1.124953 1.590691 -4.040320 0.00 -0.11 0.15
H -2.890753 1.447991 -4.270420 -0.03 0.03 0.07
H -1.791753 0.540891 -5.312920 0.01 -0.16 0.00
H -0.195353 -2.108509 -4.307420 -0.18 0.08 -0.08
H 0.026147 -2.332109 -2.565020 -0.03 -0.01 0.09
H 0.615847 -0.847509 -3.331820 -0.08 0.11 0.03
O 0.201147 -0.303609 0.071080 -1.49 -0.02 -0.29
P 1.693447 -0.126509 0.125880 0.97 0.41 -0.12
C 2.341947 -0.478309 1.785580 -0.18 -0.09 -0.68
C 3.493847 -1.236509 1.956280 -0.04 -0.01 -0.07
C 3.963147 -1.489309 3.234080 0.12 0.04 0.09
C 3.302047 -0.968709 4.335980 0.04 -0.02 -0.11
C 2.160247 -0.199309 4.163080 -0.05 0.10 -0.03
C 1.677247 0.044791 2.889480 0.00 0.03 -0.08
C 2.180847 1.568191 -0.280720 -0.03 -0.80 0.24
C 3.504247 1.946691 -0.074520 -0.08 0.11 -0.10
C 3.901847 3.222091 -0.429920 0.14 -0.02 0.02
C 2.984747 4.105191 -0.978420 -0.04 0.04 0.00
C 1.663747 3.726991 -1.168920 0.09 0.09 -0.02
C 1.255747 2.451891 -0.814420 -0.24 -0.06 -0.13
C 2.494147 -1.251609 -1.053220 -0.34 0.40 0.48
C 2.195047 -2.601209 -0.886020 0.09 0.01 0.07
C 2.703947 -3.531909 -1.772620 -0.11 -0.08 0.07
C 3.474847 -3.107409 -2.845220 -0.01 0.02 -0.08
C 3.747047 -1.761609 -3.029420 0.04 0.01 -0.02
C 3.270947 -0.827409 -2.123220 -0.02 0.09 0.10
H 4.021747 -1.619509 1.094180 0.04 -0.10 0.00
H 4.855947 -2.080209 3.367880 0.08 -0.05 0.03
H 3.687247 -1.147609 5.328380 0.00 -0.04 0.08
H 1.663547 0.223091 5.022380 -0.08 0.04 0.09
H 0.794147 0.646691 2.726280 -0.02 0.05 0.15
H 4.216347 1.250591 0.348680 0.04 -0.02 0.06
H 4.928147 3.525391 -0.286720 0.06 0.04 0.02
H 3.306247 5.096691 -1.255620 0.00 0.12 -0.04
H 0.970347 4.429791 -1.603020 -0.13 0.06 -0.01
H 0.223047 2.130391 -0.958120 0.19 0.09 0.01
H 1.575047 -2.896609 -0.048220 0.01 -0.17 0.00
H 2.500247 -4.583109 -1.633020 -0.01 -0.08 0.00
H 3.863547 -3.830409 -3.543020 0.07 -0.12 -0.10
H 4.336547 -1.436809 -3.872820 0.09 0.01 -0.06
H 3.508447 0.220091 -2.243720 -0.01 0.07 -0.05
```
Positions in Å, forces in eV/Å.

Computed properties:
gap between HOMO and LUMO (alpha / beta): 6.4685 / 6.5907 eV
charge: +2
multiplicity: 1
molar mass: 811.402 g mol⁻¹
ΔE to the lowest compared entry with this formula, charge and spin: 1.6602 eV

---

# 3
DFT (ωB97M-V with the def2-TZVPD basis set) results for a structure of composition C26H34AuN4OS2Si.

```
69
Properties=species:S:1:pos:R:3:forces:R:3
Au -0.293385 1.536655 0.190994 0.16 0.16 0.01
C -1.099660 -0.000575 1.258896 -0.01 -0.02 -0.04
Si -0.103121 -1.551219 0.883986 0.00 -0.05 -0.06
C 0.042787 -1.466745 -0.998013 0.17 -0.40 -0.20
N 0.469428 -0.137116 -1.463884 -0.30 0.55 0.54
C -0.282060 0.373836 -2.623930 0.20 -0.05 -0.33
C 0.120068 -0.274357 -3.951294 -0.07 -0.07 0.09
C 1.643746 -0.447315 -4.042118 0.06 -0.07 -0.06
C 2.372004 0.398927 -3.006200 0.03 0.04 0.01
C 1.946427 -0.002024 -1.599394 0.02 0.00 -0.04
C -1.087530 -3.077866 1.326900 -0.06 0.05 0.05
C -2.361582 -3.272280 0.781162 0.01 0.00 -0.02
C -3.119578 -4.387962 1.099585 0.01 0.00 0.00
C -2.612769 -5.335902 1.979622 0.00 0.00 0.00
C -1.353908 -5.161975 2.533945 0.01 0.00 0.00
C -0.599063 -4.041714 2.210699 0.00 0.00 0.00
C 1.557367 -1.586219 1.717649 0.01 -0.01 0.00
C 2.577903 -2.393118 1.204163 0.01 0.04 0.02
C 3.802343 -2.492554 1.846897 0.00 0.00 0.00
C 4.024802 -1.788367 3.023210 0.00 0.00 0.00
C 3.021423 -0.992012 3.554746 0.00 0.01 -0.01
C 1.798201 -0.894049 2.905843 -0.02 -0.04 0.02
H -1.222682 0.265814 2.308646 0.09 0.01 0.00
H -2.097945 -0.146740 0.832428 -0.04 0.04 0.06
H -0.927271 -1.718218 -1.437401 -0.07 0.09 0.07
H 0.726326 -2.242723 -1.367631 -0.05 0.01 -0.06
H -0.113792 1.453365 -2.671804 0.00 -0.09 -0.03
H -1.341748 0.212369 -2.421812 -0.05 0.07 0.01
H -0.250314 0.354426 -4.762980 -0.02 0.02 0.00
H -0.371955 -1.242910 -4.059688 -0.02 0.00 -0.01
H 1.999569 -0.215550 -5.045779 -0.01 0.01 0.00
H 1.903008 -1.495050 -3.863186 0.00 0.00 0.00
H 2.207704 1.469089 -3.163422 -0.07 -0.05 -0.05
H 3.445935 0.229631 -3.094638 0.03 0.08 0.06
H 2.317387 0.711418 -0.861780 0.01 -0.01 0.00
H 2.393142 -0.969822 -1.360960 -0.03 0.00 0.03
H -2.770740 -2.543615 0.085307 0.01 -0.01 0.01
H -4.100187 -4.525128 0.661502 0.00 0.00 0.00
H -3.199525 -6.210061 2.230317 0.00 0.00 0.00
H -0.957716 -5.899655 3.219719 0.00 0.00 0.00
H 0.383112 -3.917606 2.652456 0.00 0.00 0.00
H 2.417403 -2.960835 0.292748 0.00 0.00 0.01
H 4.581698 -3.120384 1.434520 0.00 0.00 0.00
H 4.980032 -1.864435 3.526371 -0.01 0.00 0.00
H 3.190987 -0.444750 4.472965 0.00 0.00 0.00
H 1.024592 -0.266733 3.337780 0.02 -0.02 -0.01
O 0.623320 3.012817 -1.021140 -0.14 0.05 0.09
N 1.302987 3.931794 -0.311907 0.09 -0.02 0.01
C 1.389435 5.162096 -0.860033 0.04 0.01 0.01
C 2.119993 6.146972 -0.256668 -0.02 -0.01 -0.02
C 2.770702 5.853885 0.943583 0.01 0.00 0.01
C 2.656511 4.599322 1.489241 0.02 0.00 0.00
C 1.900467 3.602987 0.857020 -0.02 0.03 -0.09
S 1.746086 2.010731 1.510879 -0.15 -0.10 0.00
H 0.847710 5.270882 -1.786382 0.00 0.00 0.00
H 2.175903 7.123556 -0.712974 0.00 0.00 0.00
H 3.353353 6.612415 1.447963 0.00 0.00 0.00
H 3.136200 4.344450 2.423192 0.00 0.00 0.00
C -5.388233 0.324102 0.058384 -0.02 0.04 0.01
N -4.318299 1.194100 0.522266 0.06 -0.07 -0.02
C -3.604113 1.995146 -0.251705 0.03 -0.02 -0.06
N -3.903232 2.080284 -1.548531 -0.04 0.02 0.04
S -2.321732 2.941780 0.415778 0.09 -0.24 -0.06
H -5.708926 -0.301010 0.885615 0.00 0.00 0.00
H -5.035919 -0.322955 -0.746982 0.00 0.00 0.00
H -6.246645 0.904002 -0.285762 0.00 0.00 0.00
H -4.049166 1.178396 1.492832 -0.01 0.02 0.02
H -4.735873 1.670003 -1.939966 0.03 -0.03 0.00
H -3.391394 2.746299 -2.101846 0.02 0.00 -0.01
```
Positions in Å, forces in eV/Å.

Computed properties:
gap between HOMO and LUMO: 6.7918 eV
charge: +1
multiplicity: 1
molar mass: 707.772 g mol⁻¹
ΔE to the lowest compared entry with this formula, charge and spin: 0.7014 eV

---

# 4
DFT (ωB97M-V with the def2-TZVPD basis set) results for a structure of composition C26H34BrN2SSiTc.

```
66
Properties=species:S:1:pos:R:3:forces:R:3
Tc 0.246983 0.420854 -0.436359 0.23 0.06 0.43
C -5.462363 -1.741912 -3.892074 0.02 0.06 0.09
Si -4.701136 -0.934767 -2.383200 -0.03 -0.03 0.01
C -5.591808 0.644961 -1.924864 0.10 -0.08 0.00
C -4.680260 -2.143356 -0.953316 -0.05 0.06 -0.09
C -2.913440 -0.467597 -2.879945 -0.03 -0.01 -0.04
C -2.561276 -0.361644 -4.225153 -0.07 -0.07 -0.01
C -1.278242 -0.017992 -4.635405 0.16 0.04 0.02
C -0.321924 0.213964 -3.672688 -0.03 -0.03 -0.07
N -0.634832 0.129168 -2.374936 0.51 0.26 -0.02
C -1.879276 -0.178054 -1.992680 -0.51 0.00 0.20
S -1.955278 -0.167257 -0.216091 -0.10 -0.14 -0.03
H -6.443695 -2.143563 -3.632394 -0.01 0.00 0.02
H -4.856117 -2.573578 -4.255570 0.01 -0.02 0.00
H -5.615961 -1.044159 -4.716683 0.02 0.03 0.00
H -6.625972 0.441035 -1.643586 -0.02 -0.03 0.01
H -5.605521 1.350443 -2.756952 0.00 0.00 -0.02
H -5.108074 1.134112 -1.077017 0.01 0.00 0.02
H -5.679062 -2.574963 -0.853898 -0.01 -0.01 0.00
H -4.435825 -1.669338 -0.003870 0.02 0.03 0.01
H -3.982886 -2.967139 -1.112145 0.02 0.00 -0.03
H -3.307252 -0.558385 -4.985408 -0.02 -0.01 0.00
H -1.025759 0.055101 -5.682716 0.02 0.00 -0.01
H 0.703525 0.461178 -3.911082 0.00 0.00 -0.02
C 1.769737 -2.297525 4.025589 -0.03 -0.06 0.02
C 2.213630 -1.007299 3.400025 0.01 0.04 -0.04
C 3.484098 -0.498046 3.643666 -0.05 -0.02 0.00
C 3.918571 0.693845 3.072498 -0.02 0.06 -0.03
C 5.282664 1.238438 3.388095 0.05 0.00 0.00
C 3.068556 1.382083 2.215284 0.01 -0.05 0.02
C 1.798188 0.879943 1.937973 0.08 -0.14 -0.07
C 1.373799 -0.302210 2.548611 0.03 0.01 0.04
N 0.899006 1.464166 1.005834 -0.19 0.30 -0.38
C 0.558533 2.917540 1.059305 -0.10 0.07 0.11
C -0.773760 3.073981 0.326287 -0.07 0.06 -0.06
C 0.405560 3.358128 2.515122 0.02 -0.01 0.01
C 1.596012 3.766157 0.315889 -0.02 -0.04 -0.04
H 1.944102 -2.292931 5.101479 0.01 0.00 0.00
H 2.325577 -3.138587 3.607078 0.00 0.00 0.00
H 0.709683 -2.477400 3.853148 0.00 0.00 0.00
H 4.153728 -1.041194 4.301410 0.00 0.00 0.01
H 5.997408 0.433342 3.551824 0.01 0.00 0.01
H 5.255231 1.842675 4.296798 -0.01 0.00 0.00
H 5.656627 1.868281 2.581939 0.00 0.01 0.00
H 3.423667 2.292018 1.758701 0.00 0.02 -0.07
H 0.371146 -0.664253 2.355131 -0.01 0.02 -0.01
H -1.584771 2.552425 0.831420 0.02 0.00 0.00
H -0.712321 2.721735 -0.717207 0.00 -0.05 0.01
H -1.035306 4.129228 0.246521 0.03 0.00 0.04
H -0.116619 2.595724 3.093604 -0.05 0.02 0.00
H -0.176007 4.278643 2.564124 0.04 0.03 -0.04
H 1.370770 3.541134 2.985012 0.01 -0.05 0.01
H 1.670773 3.445932 -0.726202 0.02 0.01 0.01
H 2.585323 3.730284 0.759480 0.02 -0.02 0.06
H 1.273378 4.807529 0.326220 -0.02 0.01 0.00
Br 4.139176 -4.895166 -0.641225 0.00 0.01 0.00
C 2.951955 -3.432742 -0.591886 -0.02 0.00 -0.01
C 1.581757 -3.666525 -0.572737 0.09 -0.04 0.00
C 0.707274 -2.596229 -0.525399 -0.04 0.09 0.02
C 1.200582 -1.290396 -0.468218 0.03 -0.44 -0.10
C 2.584127 -1.072415 -0.502267 -0.07 0.00 -0.03
C 3.462010 -2.142261 -0.569949 0.01 -0.01 0.02
H 1.210024 -4.681637 -0.592362 -0.01 0.00 0.00
H -0.359859 -2.776146 -0.510086 0.00 0.00 0.01
H 3.001103 -0.069638 -0.447801 0.00 0.04 0.00
H 4.530321 -1.977742 -0.584691 0.00 0.00 0.01
```
Positions in Å, forces in eV/Å.

Computed properties:
gap between HOMO and LUMO (alpha / beta): 6.3272 / 6.8706 eV
charge: +1
expectation value of S²: 1.093
multiplicity: 2
molar mass: 612.629 g mol⁻¹
ΔE to the lowest compared entry with this formula, charge and spin: 0.0000 eV